70
Properties=species:S:1:pos:R:3:forces:R:3:mulliken_charge:R:1 method="wB97M-V/def2-TZVPD" homo_lumo_gap_ev="5.338 / 5.218" energy_ha=-13413.620459 e_homo_ha="-0.2523 / -0.2506" charge=0
W 0.15591 0.73473 -0.55497 -1.651 -1.342 -2.291 0.685
C 2.88055 -4.24844 1.64118 -0.059 -0.001 -0.008 -1.429
C 2.23403 -3.94060 0.34943 -0.162 -0.079 -0.201 1.206
N 2.53852 -4.46792 -0.79665 0.673 -0.779 0.235 -0.880
N 1.77015 -3.85444 -1.71662 -0.392 0.612 0.724 0.351
C 0.97990 -2.91640 -1.15280 -0.177 0.291 0.126 0.024
S -0.10990 -1.87288 -1.86078 0.019 -0.040 -0.392 -0.252
N 1.25076 -3.00040 0.18265 0.121 -0.440 -0.987 0.417
N 0.62570 -2.19553 1.11355 -0.201 -0.039 0.427 -0.576
H 3.71151 -4.92362 1.45698 0.039 0.014 0.054 0.375
H 2.18138 -4.71939 2.33245 -0.032 -0.019 0.046 0.431
H 3.25410 -3.32600 2.08567 0.107 0.040 0.063 0.185
H 1.80643 -4.10681 -2.69116 -0.031 0.103 0.125 0.176
H -0.39086 -2.16522 0.96859 0.236 -0.054 -0.175 0.058
H 0.85152 -2.49940 2.05460 0.018 -0.171 -0.147 0.311
Br -6.11718 -2.36882 -0.73815 -0.057 -0.109 0.127 -0.187
C -4.62923 -1.28275 -1.11344 -0.045 -0.032 -0.054 0.236
C -4.59646 -0.52438 -2.27732 -0.056 -0.022 0.001 0.358
Br -6.03009 -0.58933 -3.48781 -0.155 0.038 -0.128 -0.180
C -3.48878 0.26668 -2.57233 0.173 0.024 0.115 -0.340
Br -3.35243 1.25686 -4.15734 0.094 0.132 -0.136 -0.137
C -2.41751 0.31548 -1.69276 -0.070 -0.551 0.444 0.033
O -1.29806 0.98429 -1.90595 -0.982 0.114 -0.276 -0.363
C -2.45180 -0.44342 -0.49606 -0.405 0.210 -0.622 0.053
O -1.35616 -0.39023 0.25217 0.174 0.648 0.271 -0.172
C -3.54820 -1.24938 -0.23495 0.234 0.086 0.087 -0.194
Br -3.44412 -2.36543 1.27885 0.033 -0.005 0.142 -0.153
N 6.54025 -4.17986 0.77580 0.149 -0.326 0.148 -0.520
C 5.99487 -2.96928 0.43143 -0.374 0.408 -0.108 1.016
C 5.19359 -2.86458 -0.71162 0.168 0.081 0.012 -0.595
C 4.54791 -1.68126 -0.99745 0.203 -0.041 -0.001 -0.688
C 4.70291 -0.59680 -0.15442 -0.184 0.451 -0.279 -0.183
C 5.50897 -0.66256 0.96620 0.062 0.040 -0.190 -0.460
C 6.15601 -1.84836 1.25493 0.061 0.048 -0.080 -0.761
S 3.62842 0.75777 -0.52801 -0.274 -0.293 -0.639 1.805
O 3.70267 1.06402 -1.92912 0.579 -0.304 0.052 -0.855
O 3.77338 1.86981 0.36619 0.521 0.203 0.529 -0.776
N 2.13314 0.04693 -0.24628 0.989 -0.044 0.645 0.878
C 1.95696 0.07460 1.11972 -0.947 0.049 0.368 -0.203
N 0.71775 0.59758 1.39079 1.247 -0.678 2.797 0.424
C 0.34139 0.60696 2.71229 -0.057 0.286 -2.140 -0.316
C 1.22739 0.19402 3.68516 0.460 -0.229 0.083 -1.059
C 2.48170 -0.25030 3.29253 -0.142 0.186 -1.295 -0.758
N 2.83654 -0.32928 1.98322 -0.007 -0.004 1.875 -0.050
H 6.59966 -4.87385 0.05048 0.098 -0.015 0.036 0.231
H 7.30173 -4.17552 1.43321 0.018 -0.051 -0.080 0.199
H 5.07120 -3.72326 -1.35128 -0.037 -0.120 -0.097 0.150
H 3.91718 -1.55601 -1.86542 -0.081 -0.230 -0.138 0.474
H 5.60058 0.20975 1.59397 0.028 0.004 0.161 0.494
H 6.78791 -1.92753 2.12691 0.067 0.037 0.135 0.347
H -0.65533 0.97081 2.92626 0.002 -0.029 -0.069 0.545
H 0.95259 0.21894 4.72657 -0.072 0.057 0.077 0.464
H 3.24534 -0.54352 3.99309 0.038 -0.134 0.235 0.516
S 1.13099 0.69898 -3.15612 -0.228 0.547 0.932 -0.377
C 1.46100 2.22969 -2.53730 -0.382 -1.606 -1.217 0.342
N 1.93443 3.20576 -3.32859 0.678 2.472 1.037 0.113
C 2.22624 4.46461 -2.81754 -0.528 -1.703 0.231 -0.373
C 2.04930 4.66672 -1.46516 0.293 0.432 -0.868 -0.940
C 1.57145 3.64276 -0.67075 -0.745 -2.934 -0.956 -0.035
N 1.21568 2.41022 -1.22664 1.045 3.951 0.843 0.103
H 2.13187 2.97103 -4.29113 -0.110 -0.001 0.007 0.289
H 2.57654 5.20375 -3.51391 0.091 0.108 -0.075 0.443
H 2.29984 5.61651 -1.02543 -0.008 0.096 0.021 0.449
H 1.48123 3.71495 0.40227 -0.177 0.083 -0.012 0.625
B -1.86991 4.45565 1.52371 -0.202 0.449 0.365 0.619
C -1.32749 3.23725 0.80709 0.690 -2.427 -1.380 -0.248
N -0.94107 2.27998 0.24811 -0.278 2.081 1.301 -0.982
H -1.09041 5.34275 1.33243 0.268 0.329 -0.055 -0.146
H -2.93578 4.67218 1.04062 -0.366 0.173 -0.146 -0.102
H -1.94839 4.16021 2.67998 -0.004 -0.029 0.364 -0.132